No. 1
{"formula": "C20H24N2O3", "method": "the ωB97M-V functional and the def2-TZVPD basis", "symbols": ["C", "C", "C", "N", "C", "C", "C", "H", "H", "H", "H", "H", "C", "C", "C", "N", "C", "C", "C", "C", "C", "C", "C", "O", "H", "C", "O", "O", "C", "C", "H", "H", "H", "H", "H", "H", "H", "H", "C", "H", "H", "H", "H", "H", "H", "H", "H", "H", "H"], "coordinates": [[6.153, 0.655, 0.804], [5.624, -0.518, 1.095], [4.917, -1.375, 0.082], [3.591, -0.845, -0.219], [2.973, -1.545, -1.343], [1.898, -0.716, -1.992], [2.140, 0.418, -2.623], [1.355, 0.994, -3.083], [3.138, 0.818, -2.695], [0.890, -1.105, -1.933], [3.754, -1.736, -2.085], [2.555, -2.513, -1.027], [2.736, -0.896, 0.965], [1.437, -0.172, 0.754], [1.409, 1.172, 0.554], [0.230, 1.824, 0.344], [-0.973, 1.183, 0.304], [-2.155, 1.895, 0.060], [-3.361, 1.241, 0.024], [-3.420, -0.145, 0.227], [-2.253, -0.851, 0.466], [-1.021, -0.205, 0.511], [0.216, -0.968, 0.761], [0.206, -2.177, 0.951], [-2.287, -1.919, 0.623], [-4.706, -0.879, 0.193], [-4.817, -2.072, 0.335], [-5.754, -0.065, -0.012], [-7.037, -0.689, -0.050], [-8.099, 0.394, -0.012], [-9.084, -0.060, -0.048], [-8.008, 0.975, 0.902], [-7.984, 1.061, -0.862], [-7.125, -1.369, 0.805], [-7.111, -1.286, -0.967], [-4.273, 1.786, -0.163], [-2.105, 2.963, -0.098], [0.248, 2.823, 0.186], [2.645, 2.009, 0.544], [3.434, 1.472, 0.025], [2.982, 2.196, 1.564], [2.468, 2.965, 0.057], [2.496, -1.937, 1.240], [3.286, -0.433, 1.789], [4.865, -2.416, 0.444], [5.489, -1.364, -0.850], [5.678, -0.905, 2.104], [6.645, 1.263, 1.545], [6.116, 1.055, -0.196]], "mulliken_charge": [-0.906, -0.090, -0.935, 0.424, -0.882, -0.073, -0.976, 0.335, 0.263, 0.367, 0.574, 0.327, -1.837, -0.217, 1.199, 0.039, 0.579, -1.046, -0.706, 0.085, -0.911, 0.698, 0.589, -0.752, 0.571, 0.506, -0.617, -0.251, -0.238, -1.221, 0.399, 0.307, 0.309, 0.332, 0.297, 0.516, 0.361, 0.244, -1.311, 0.116, 0.323, 0.376, 0.451, 0.554, 0.353, 0.520, 0.381, 0.301, 0.269], "relative_energy_kcal_mol": 62.3, "e_tot_ha": -1111.7286, "smiles": "C=CCN(CC=C)Cc1c(C)[nH]c2ccc(C(=O)OCC)cc2c1=O"}



No. 2
{"formula": "C37H35N5O2", "method": "the ωB97M-V functional and the def2-TZVPD basis", "symbols": ["N", "C", "C", "C", "C", "C", "C", "C", "C", "C", "C", "O", "C", "C", "C", "C", "C", "C", "C", "O", "H", "H", "H", "H", "H", "H", "H", "H", "H", "H", "H", "H", "H", "H", "H", "N", "C", "C", "C", "C", "C", "H", "H", "H", "H", "H", "N", "C", "C", "C", "C", "C", "H", "H", "H", "H", "H", "N", "C", "C", "C", "C", "C", "H", "H", "H", "H", "H", "N", "C", "C", "C", "C", "C", "H", "H", "H", "H", "H"], "coordinates": [[3.718, 3.387, -0.440], [2.823, 4.109, -1.396], [1.284, 3.651, -1.340], [1.036, 2.123, -1.767], [0.693, 1.141, -0.546], [0.101, 1.565, 0.814], [-0.178, 0.566, 1.997], [0.167, -0.918, 1.759], [0.764, -1.362, 0.374], [1.032, -0.382, -0.785], [1.138, -2.922, 0.202], [0.899, -3.566, -0.856], [1.823, -3.581, 1.507], [3.031, -4.562, 1.429], [3.593, -5.069, 2.794], [2.989, -4.643, 4.182], [1.791, -3.670, 4.246], [1.217, -3.142, 2.892], [-0.004, -2.084, 2.861], [-1.009, -2.177, 3.612], [4.206, 2.615, -0.908], [3.230, 3.091, 0.415], [3.306, 4.011, -2.433], [2.854, 5.223, -1.098], [0.714, 4.313, -2.101], [0.894, 3.925, -0.299], [2.043, 1.741, -2.195], [0.283, 2.065, -2.630], [-0.131, 2.669, 1.027], [-0.597, 0.896, 3.000], [1.493, -0.753, -1.757], [3.455, -4.833, 0.410], [4.505, -5.768, 2.745], [3.429, -5.004, 5.182], [1.292, -3.273, 5.188], [-3.090, 4.537, -0.617], [-3.707, 3.344, -0.583], [-4.484, 2.909, 0.479], [-4.631, 3.749, 1.573], [-4.003, 4.987, 1.565], [-3.250, 5.331, 0.453], [-3.559, 2.721, -1.460], [-4.961, 1.937, 0.452], [-5.230, 3.444, 2.424], [-4.096, 5.668, 2.402], [-2.743, 6.289, 0.398], [-3.737, 0.737, -3.140], [-4.480, 0.628, -4.253], [-5.081, -0.550, -4.667], [-4.902, -1.686, -3.891], [-4.136, -1.603, -2.737], [-3.581, -0.377, -2.407], [-4.589, 1.542, -4.828], [-5.673, -0.579, -5.574], [-5.354, -2.628, -4.183], [-3.975, -2.469, -2.108], [-2.977, -0.260, -1.511], [-2.804, -6.916, -3.882], [-3.011, -6.450, -2.640], [-2.125, -5.625, -1.966], [-0.950, -5.260, -2.609], [-0.710, -5.728, -3.893], [-1.661, -6.546, -4.482], [-3.941, -6.766, -2.178], [-2.346, -5.278, -0.965], [-0.230, -4.616, -2.114], [0.196, -5.463, -4.425], [-1.520, -6.934, -5.486], [3.654, 2.455, 3.433], [4.934, 2.050, 3.462], [6.007, 2.897, 3.687], [5.748, 4.244, 3.893], [4.435, 4.691, 3.868], [3.431, 3.765, 3.638], [5.086, 0.989, 3.293], [7.019, 2.513, 3.702], [6.561, 4.938, 4.072], [4.197, 5.736, 4.024], [2.388, 4.066, 3.612]], "mulliken_charge": [-0.467, -0.823, -0.327, -0.635, 0.854, -0.374, -0.994, 0.654, 0.638, -0.838, 0.064, -0.605, 0.385, -0.530, -0.362, -0.398, -0.545, 0.398, -0.020, -0.536, 0.257, 0.164, 0.351, 0.282, 0.289, 0.202, 0.318, 0.389, 0.166, 0.361, 0.253, 0.358, 0.307, 0.315, 0.349, -0.510, -0.300, -0.305, -0.417, -0.308, -0.312, 0.616, 0.405, 0.373, 0.390, 0.381, -0.241, -0.291, -0.420, -0.212, -0.588, -0.225, 0.347, 0.369, 0.382, 0.396, 0.482, -0.573, -0.292, -0.428, -0.002, -0.513, -0.257, 0.364, 0.412, 0.640, 0.383, 0.353, -0.401, -0.219, -0.387, -0.204, -0.408, -0.198, 0.375, 0.361, 0.364, 0.363, 0.358], "e_tot_ha": -1854.8373, "smiles": "NCCCc1ccc2c(c1)C(=O)c1ccccc1C2=O.c1ccncc1.c1ccncc1.c1ccncc1.c1ccncc1"}



No. 3
{"formula": "H30O23S2Zn", "method": "the ωB97M-V functional and the def2-TZVPD basis", "symbols": ["Zn", "S", "O", "O", "O", "O", "S", "O", "O", "O", "O", "O", "H", "H", "O", "H", "H", "O", "H", "H", "O", "H", "H", "O", "H", "H", "O", "H", "H", "O", "H", "H", "O", "H", "H", "O", "H", "H", "O", "H", "H", "O", "H", "H", "O", "H", "H", "O", "H", "H", "O", "H", "H", "O", "H", "H"], "coordinates": [[-20.620, -7.606, -6.271], [-18.970, -5.529, -4.371], [-19.273, -5.179, -3.002], [-20.101, -6.246, -5.021], [-18.722, -4.339, -5.141], [-17.747, -6.309, -4.470], [-23.345, -6.980, -7.811], [-24.457, -5.975, -7.660], [-23.804, -8.289, -7.378], [-23.044, -6.998, -9.252], [-22.146, -6.734, -7.037], [-20.597, -2.154, -4.548], [-20.766, -2.547, -3.692], [-19.864, -2.657, -4.903], [-18.713, -6.733, -1.122], [-18.982, -6.059, -0.498], [-18.789, -6.311, -1.978], [-15.709, -6.857, -6.272], [-14.904, -6.348, -6.176], [-16.293, -6.513, -5.596], [-21.275, -7.740, -2.072], [-21.737, -6.904, -2.009], [-20.402, -7.559, -1.723], [-21.810, -8.492, -4.953], [-22.678, -8.797, -5.216], [-21.838, -8.486, -3.996], [-18.938, -8.521, -5.479], [-19.027, -9.165, -4.776], [-18.336, -7.865, -5.129], [-19.434, -6.582, -7.743], [-19.726, -6.422, -8.640], [-18.488, -6.436, -7.769], [-18.135, -3.362, -1.237], [-18.436, -3.797, -0.440], [-18.554, -3.848, -1.948], [-21.522, -4.995, -1.913], [-20.608, -5.191, -2.116], [-21.994, -5.182, -2.725], [-16.062, -5.089, -2.882], [-16.624, -4.433, -2.469], [-16.659, -5.617, -3.412], [-22.463, -5.142, -4.487], [-21.612, -5.489, -4.754], [-22.873, -4.858, -5.304], [-20.854, -3.716, -7.606], [-21.784, -3.823, -7.806], [-20.789, -3.885, -6.666], [-17.858, -4.007, -7.489], [-16.901, -4.000, -7.467], [-18.117, -4.245, -6.599], [-16.421, -9.098, -3.609], [-15.822, -8.591, -4.157], [-17.096, -8.471, -3.347], [-17.293, -2.175, -4.548], [-17.696, -3.042, -4.595], [-17.532, -1.754, -5.373]], "mulliken_charge": [-0.029, 0.621, -0.176, 1.214, -0.089, -1.530, 1.256, -0.804, -0.845, -0.810, -0.568, -0.671, 0.354, 0.263, -0.840, 0.275, 0.394, -0.667, 0.327, 0.470, -0.764, 0.395, 0.377, -0.259, 0.276, 0.225, -0.485, 0.334, 0.362, -0.312, 0.241, 0.204, -0.689, 0.311, 0.284, -0.841, 0.302, 0.452, -0.767, 0.406, 0.472, -0.793, 0.146, 0.370, -0.609, 0.322, 0.215, -0.706, 0.289, 0.098, -0.638, 0.347, 0.342, -0.771, 0.399, 0.321], "relative_energy_kcal_mol": 0.0, "total_charge": -2, "e_tot_ha": -4324.4668}



No. 4
{"formula": "C5H8O", "method": "the ωB97M-V functional and the def2-TZVPD basis", "symbols": ["O", "C", "C", "C", "C", "C", "H", "H", "H", "H", "H", "H", "H", "H"], "coordinates": [[1.291, -1.425, 0.064], [0.876, -0.486, 1.013], [0.357, 0.872, 0.648], [-0.199, 0.756, -0.769], [-1.260, -0.243, -0.233], [-0.583, -0.232, 1.140], [2.202, -1.230, -0.189], [1.457, -0.483, 1.933], [0.663, 1.767, 1.185], [0.527, 0.295, -1.446], [-0.587, 1.669, -1.223], [-2.242, 0.238, -0.179], [-1.352, -1.209, -0.738], [-1.096, -0.352, 2.091]], "mulliken_charge": [-0.531, -0.193, -0.292, -0.572, -0.518, -0.346, 0.314, 0.354, 0.394, 0.200, 0.294, 0.295, 0.245, 0.357], "relative_energy_kcal_mol": 46.9, "e_tot_ha": -270.4831, "smiles": "O[C@H]1[C@H]2CC[C@@H]12"}



Calculated values (eV) of Kohn-Sham gap for the records, taken in order: 8.50, 7.72, 6.10, 10.42.